[1]
The following is a quantum chemistry calculation of a structure of composition C33H58BBrN6S3Tc, from OMol25.

Each line ends with the Mulliken spin population.
Geometry (Å):
Tc  0.771  -0.137  -0.124  1.693
C  0.910  1.517  -4.807  0.003
C  0.837  0.655  -3.550  -0.019
C  0.870  -0.833  -3.926  0.090
C  -0.395  0.943  -2.752  0.015
C  -1.554  1.590  -3.133  0.001
C  -2.405  1.586  -2.024  0.066
C  -3.705  2.327  -1.944  0.008
C  -4.931  1.452  -1.661  0.003
C  -3.576  3.486  -0.945  0.005
N  -1.773  0.948  -1.028  -0.023
N  -0.536  0.569  -1.456  0.048
B  -2.229  0.538  0.394  -0.097
N  -1.940  -0.962  0.569  -0.003
N  -0.656  -1.384  0.456  0.055
C  -0.618  -2.713  0.707  0.003
C  -1.904  -3.138  0.975  -0.013
C  -2.722  -2.001  0.883  0.060
C  -4.203  -1.921  1.040  -0.023
C  -4.863  -2.148  -0.331  0.071
C  -4.719  -2.942  2.055  0.005
C  0.660  -3.489  0.603  0.014
C  0.517  -4.889  1.191  -0.001
C  1.066  -3.549  -0.881  0.044
N  -1.301  1.290  1.392  -0.015
N  0.027  1.281  1.073  0.044
C  0.640  2.257  1.776  0.011
C  -0.296  2.855  2.590  0.022
C  -1.519  2.211  2.340  0.051
C  -2.739  2.484  3.173  -0.003
C  -2.441  1.952  4.590  0.006
C  -4.084  1.938  2.704  0.001
C  2.078  2.617  1.597  -0.043
C  2.950  1.944  2.665  0.013
C  2.540  2.286  0.178  0.065
H  1.852  1.341  -5.324  0.000
H  0.839  2.578  -4.570  0.000
H  0.100  1.254  -5.489  0.000
H  1.706  0.875  -2.916  -0.013
H  0.014  -1.072  -4.561  -0.004
H  0.824  -1.465  -3.038  -0.045
H  1.782  -1.070  -4.470  -0.005
H  -1.780  2.018  -4.094  0.000
H  -3.849  2.762  -2.935  0.000
H  -4.924  1.036  -0.656  0.000
H  -4.987  0.633  -2.379  -0.001
H  -5.830  2.057  -1.769  0.000
H  -3.346  3.124  0.058  -0.001
H  -4.512  4.042  -0.909  0.001
H  -2.787  4.173  -1.252  0.000
H  -3.358  0.797  0.566  0.000
H  -2.221  -4.135  1.221  0.000
H  -4.465  -0.917  1.380  0.007
H  -4.645  -3.154  -0.694  -0.001
H  -4.500  -1.425  -1.064  -0.012
H  -5.944  -2.044  -0.243  -0.003
H  -4.595  -3.959  1.684  0.000
H  -5.782  -2.778  2.224  0.001
H  -4.203  -2.851  3.011  -0.001
H  1.431  -2.945  1.166  -0.001
H  -0.180  -5.483  0.599  0.000
H  0.157  -4.847  2.218  0.000
H  1.481  -5.395  1.187  0.000
H  0.218  -3.858  -1.490  0.001
H  1.872  -4.266  -1.039  -0.003
H  1.403  -2.562  -1.231  -0.026
H  -0.129  3.663  3.282  0.000
H  -2.817  3.572  3.242  0.004
H  -2.293  0.871  4.566  -0.001
H  -3.283  2.172  5.245  0.001
H  -1.554  2.416  5.018  0.000
H  -4.072  0.848  2.668  0.000
H  -4.376  2.337  1.734  0.000
H  -4.844  2.242  3.422  0.000
H  2.144  3.697  1.744  -0.001
H  3.020  0.871  2.485  -0.002
H  2.524  2.097  3.655  0.001
H  3.952  2.374  2.665  0.000
H  2.610  1.189  0.022  -0.031
H  3.534  2.693  0.003  0.001
H  1.871  2.725  -0.566  -0.001
C  5.812  0.494  1.296  0.001
C  5.210  -0.728  1.989  0.002
S  3.617  -1.349  1.345  0.001
C  4.099  -2.664  0.182  -0.005
C  4.489  -2.203  -1.225  0.010
S  3.538  -0.748  -1.772  0.006
C  4.811  0.325  -2.506  0.003
C  5.613  1.139  -1.494  0.000
S  6.626  0.177  -0.314  0.000
H  6.603  0.884  1.938  0.000
H  5.065  1.270  1.151  0.002
H  5.003  -0.476  3.030  0.000
H  5.903  -1.569  1.974  -0.001
H  3.229  -3.315  0.148  0.001
H  4.921  -3.214  0.638  0.001
H  4.308  -3.006  -1.940  0.000
H  5.530  -1.913  -1.267  -0.001
H  4.271  1.012  -3.161  -0.001
H  5.449  -0.311  -3.119  0.001
H  4.957  1.781  -0.914  -0.001
H  6.315  1.770  -2.041  0.000
Br  -2.182  -2.206  -2.704  0.965

Output
gap between HOMO and LUMO (alpha / beta)	7.12 / 5.18	eV
multiplicity	4
net charge	+2
calculated total energy	-5494.54243	hartree
lowest unoccupied orbital energy (alpha / beta)	-6.3 / -8.2	eV


[2]
The following is a quantum chemistry calculation of a cluster of 2 separate species, C6H9NO in total, from OMol25.

Each line ends with the Löwdin charge.
Geometry (Å):
C  0.866  1.899  -0.054  -0.227
C  0.147  -0.413  -0.123  -0.413
C  -0.751  -0.522  1.199  -0.047
C  -1.255  -1.054  -0.055  -0.309
C  1.388  -0.974  -0.198  -0.123
C  2.392  -1.581  -0.599  0.127
H  0.945  1.867  1.115  0.082
H  2.034  1.813  -0.420  0.116
H  0.356  3.007  -0.310  0.123
H  -1.112  1.408  -0.480  0.175
H  -0.903  0.521  1.542  0.108
H  -0.477  -1.334  1.937  0.127
H  -1.349  -2.232  -0.097  0.174
H  -3.452  -1.138  -1.131  0.317
H  3.498  -1.923  -0.747  0.076
N  -0.045  1.002  -0.701  -0.095
O  -2.281  -0.348  -0.879  -0.210

Output
gap between HOMO and LUMO	8.04	eV
energy relative to the best compared isomer or geometry (same formula, charge and spin)	191.6	kcal/mol
net charge	0
calculated total energy	-363.71894	hartree
lowest unoccupied orbital energy	-0.5	eV


[3]
The following is a quantum chemistry calculation of a cluster of 3 separate species, C4H10 in total, from OMol25.

Each line ends with the Löwdin charge.
Geometry (Å):
C  0.258  -1.548  0.484  -0.102
C  -0.442  -0.373  0.686  -0.445
C  -1.444  0.236  -0.159  -0.053
C  1.394  1.416  -0.754  -0.050
H  0.997  -1.876  1.183  0.028
H  0.177  -2.080  -0.551  0.092
H  -0.239  0.117  1.641  0.095
H  2.432  1.826  -0.980  0.055
H  -1.244  0.076  -1.268  0.070
H  -2.102  -1.493  0.306  0.247
H  -1.814  1.220  0.143  0.055
H  1.384  1.180  0.264  -0.017
H  1.185  0.509  -1.297  0.010
H  0.630  2.133  -0.981  0.015

Output
gap between HOMO and LUMO	7.32	eV
energy relative to the best compared isomer or geometry (same formula, charge and spin)	132.2	kcal/mol
net charge	0
calculated total energy	-158.19220	hartree
lowest unoccupied orbital energy	-0.6	eV


[4]
The following is a quantum chemistry calculation of the ion C3H8N2O with charge +1, from OMol25.

Each line ends with the Mulliken spin population.
Geometry (Å):
O  0.941  -0.850  1.286  0.195
C  -0.030  -0.870  0.591  -0.083
N  -0.398  0.153  -0.302  0.629
C  0.155  1.516  -0.258  -0.002
N  0.467  2.044  -1.543  0.233
C  -0.993  -2.073  0.541  0.030
H  -0.933  -0.168  -1.093  -0.030
H  -0.654  2.070  0.243  0.027
H  0.998  1.603  0.429  0.025
H  1.327  1.660  -1.914  -0.014
H  -0.311  1.998  -2.200  -0.005
H  -0.833  -2.715  1.397  0.002
H  -2.045  -1.779  0.533  -0.006
H  -0.795  -2.533  -0.432  -0.002

Output
gap between HOMO and LUMO (alpha / beta)	12.26 / 6.15	eV
multiplicity	2
energy relative to the best compared isomer or geometry (same formula, charge and spin)	15.8	kcal/mol
net charge	+1
calculated total energy	-303.52124	hartree
lowest unoccupied orbital energy (alpha / beta)	-3.6 / -9.2	eV


[5]
The following is a quantum chemistry calculation of a cluster of 2 separate species, CH3NO4 in total, from OMol25.

Each line ends with the Löwdin charge.
Geometry (Å):
C  0.165  -0.144  -0.152  -0.176
N  3.623  -0.039  -1.187  -0.572
O  3.832  -1.116  -0.877  0.184
O  4.337  0.769  -1.756  0.114
O  1.335  -0.770  -0.266  0.025
O  2.504  0.554  -1.098  0.137
H  0.281  0.883  0.221  0.109
H  -0.297  -0.712  0.576  0.095
H  -0.467  0.011  -0.996  0.085

Output
gap between HOMO and LUMO (alpha / beta)	7.82 / 7.82	eV
energy relative to the best compared isomer or geometry (same formula, charge and spin)	160.4	kcal/mol
net charge	0
calculated total energy	-395.29633	hartree
lowest unoccupied orbital energy (alpha / beta)	-3.1 / -3.1	eV


[6]
The following is a quantum chemistry calculation of a structure of composition C26H24N4O7Pt, from OMol25.

Each line ends with the Mulliken spin population.
Geometry (Å):
Pt  -0.508  -0.500  -0.079  1.037
O  -0.620  2.470  2.997  0.062
C  -0.315  1.584  2.064  0.143
O  -1.231  1.042  1.367  0.240
C  1.033  1.258  1.863  0.210
C  2.148  1.758  2.577  0.005
C  3.403  1.339  2.252  0.128
C  3.573  0.420  1.172  0.039
C  2.481  -0.040  0.513  0.070
N  1.221  0.334  0.856  0.429
C  2.477  -0.974  -0.627  -0.012
O  3.577  -1.394  -1.197  0.010
O  1.409  -1.372  -1.087  0.200
H  -1.584  2.566  3.045  -0.005
H  1.977  2.468  3.377  0.007
H  4.264  1.700  2.798  0.006
H  4.573  0.103  0.897  -0.003
H  4.370  -1.007  -0.802  0.006
C  -0.922  -2.689  3.561  0.009
C  -1.750  -3.729  3.160  -0.004
C  -2.080  -3.872  1.822  0.010
C  -1.584  -2.973  0.906  0.068
N  -0.792  -1.954  1.318  0.035
C  -0.465  -1.808  2.611  0.026
C  -1.792  -2.993  -0.543  -0.018
C  -2.425  -4.000  -1.248  -0.017
C  -2.437  -3.963  -2.638  0.073
C  -1.797  -2.936  -3.331  -0.006
C  -1.167  -1.910  -2.645  0.017
C  -1.226  -1.934  -1.263  0.220
H  -0.637  -2.555  4.595  0.000
H  -2.138  -4.430  3.889  0.000
H  -2.723  -4.675  1.492  0.001
H  0.182  -0.979  2.860  -0.017
H  -2.891  -4.830  -0.728  0.002
H  -2.922  -4.760  -3.187  0.002
H  -1.780  -2.941  -4.414  0.002
H  -0.639  -1.131  -3.178  0.004
C  -1.539  1.286  -4.812  0.001
C  -0.278  2.077  -4.478  -0.011
C  -0.247  2.888  -3.153  0.104
C  0.748  4.042  -3.241  0.005
C  1.007  4.795  -1.932  0.001
C  -1.653  3.396  -2.783  0.015
O  -2.006  4.466  -3.171  0.085
N  -2.505  2.523  -2.122  0.001
C  -2.131  1.342  -1.541  -0.015
O  -2.901  0.574  -1.029  0.047
N  -0.751  1.018  -1.498  0.049
C  0.150  1.798  -2.047  0.018
O  1.365  1.715  -1.866  0.692
H  -1.388  0.796  -5.773  0.001
H  -2.410  1.936  -4.916  -0.001
H  -1.774  0.504  -4.086  0.000
H  -0.102  2.831  -5.246  0.012
H  0.603  1.430  -4.498  0.011
H  0.322  4.722  -3.974  0.005
H  1.672  3.656  -3.670  0.000
H  0.079  5.126  -1.460  -0.001
H  1.599  5.685  -2.133  0.000
H  1.570  4.197  -1.214  0.002
H  -3.476  2.793  -2.027  0.000

Output
gap between HOMO and LUMO (alpha / beta)	6.19 / 4.60	eV
multiplicity	5
net charge	+2
calculated total energy	-1869.59100	hartree
lowest unoccupied orbital energy (alpha / beta)	-6.1 / -10.2	eV